# 1
46
Properties=species:S:1:pos:R:3:forces:R:3:lowdin_spin:R:1 method="wB97M-V/def2-TZVPD" spin_multiplicity=2 total_charge=-1 mol_weight_g_mol=945.02 de_lowest_kj_mol=96.4
Ir 0.02927 -0.31268 0.21469 0.3 2.5 0.3 0.31
Se -4.96219 0.72814 -1.82556 0.5 -0.5 -0.1 -0.02
Sb -2.62659 0.03835 -2.14726 -0.2 1.2 -1.9 0.00
Se -1.11873 1.74237 -0.97906 0.2 -1.9 0.8 -0.01
Se -0.62515 -1.79997 -1.38227 -1.0 -0.1 -0.6 0.51
Se -2.11260 0.27805 -4.55304 0.0 -0.5 1.0 0.16
S 2.15526 -1.43484 1.06092 -1.2 0.0 -0.1 0.02
C 1.47361 -2.89828 1.53022 0.2 -0.3 0.1 0.00
N 1.04831 -3.90794 1.90339 0.0 0.0 -0.1 0.00
C -0.32473 1.42603 3.56757 0.0 0.1 0.0 0.00
C 0.72448 1.80508 2.58932 0.0 -0.1 0.1 0.00
N 0.89611 1.33922 1.37163 0.1 -0.2 -0.1 0.01
C 1.99606 1.98528 0.83863 0.0 0.0 -0.1 0.00
C 2.49836 2.84428 1.75393 0.0 0.0 0.1 0.00
N 1.68393 2.72128 2.85918 0.0 0.0 -0.2 0.00
H -0.81720 0.51688 3.24108 0.0 0.0 0.1 0.00
H -1.07490 2.21481 3.65313 0.0 0.0 0.0 0.00
H 0.11968 1.25762 4.54940 0.0 0.0 0.0 0.00
H 2.33309 1.78760 -0.16481 0.0 0.0 0.0 0.00
H 3.35424 3.49373 1.72891 0.0 0.0 0.0 0.00
H 1.77335 3.22872 3.72036 0.0 0.0 0.0 0.00
C -8.13581 -1.73572 1.30838 0.0 0.1 0.1 0.00
C -7.58362 -0.94307 2.50295 0.0 0.0 0.0 0.00
C -8.24673 -1.48007 3.77355 0.1 0.0 0.0 0.00
C -7.95210 0.54060 2.35255 -0.1 -0.1 0.0 0.00
C -6.06077 -1.06158 2.54785 0.1 -0.1 0.1 0.00
C -5.36812 -1.42892 3.70003 -0.1 0.0 0.0 0.00
C -3.97218 -1.48673 3.75300 0.1 0.0 0.1 0.00
C -3.28772 -1.15038 2.61218 -0.2 0.1 -0.2 0.00
O -1.93654 -1.07732 2.38103 0.1 -0.2 0.1 0.00
B -1.78639 -0.67258 1.04346 0.8 0.2 0.3 0.00
O -3.04960 -0.52080 0.47563 0.2 -0.2 0.1 0.00
C -3.96811 -0.80013 1.45548 0.0 -0.1 0.1 0.00
C -5.33556 -0.75017 1.38957 -0.1 0.0 -0.1 0.00
H -9.22809 -1.74582 1.34139 0.0 0.0 0.0 0.00
H -7.77973 -2.76712 1.34036 0.0 0.0 0.0 0.00
H -7.83240 -1.29433 0.35897 0.0 -0.1 0.0 0.00
H -9.33223 -1.43356 3.66513 0.0 0.0 0.0 0.00
H -7.97574 -0.88455 4.64774 0.0 -0.1 0.0 0.00
H -7.96967 -2.52127 3.95160 0.0 0.0 0.0 0.00
H -9.03948 0.65887 2.35501 0.0 0.0 0.0 0.00
H -7.55939 0.95242 1.42182 0.0 0.0 0.0 0.00
H -7.54106 1.11848 3.18289 0.0 0.0 0.0 0.00
H -5.91489 -1.67801 4.59893 0.0 0.0 0.0 0.00
H -3.45139 -1.78452 4.65373 0.0 0.0 0.0 0.00
H -5.80977 -0.45527 0.46273 0.1 0.0 0.1 0.00

# 2
42
Properties=species:S:1:pos:R:3:forces:R:3:lowdin_charge:R:1 method="wB97M-V/def2-TZVPD" total_charge=-1 mol_weight_g_mol=426.19 de_lowest_kj_mol=31.8
C -2.95161 1.69315 0.31135 -0.3 -0.3 0.2 -0.11
C -3.47592 0.49391 -0.49296 0.1 0.6 0.1 -0.25
C -3.06895 0.52933 -1.98337 -0.1 -1.0 0.3 -0.19
C -2.28216 -0.72883 -2.42958 0.2 0.5 0.0 -0.18
C -0.77915 -0.44410 -2.66996 -0.1 -0.5 0.3 -0.14
C 0.06818 -0.89005 -1.49627 -0.2 -0.1 -0.3 -0.15
C 0.12952 -2.22964 -1.20295 0.1 0.3 0.2 -0.06
C 0.89065 -2.70687 -0.11267 0.3 0.4 0.2 -0.43
P 0.97131 -4.47501 0.28278 0.0 -0.6 -1.0 0.53
O 0.60399 -5.45065 -0.76749 -0.7 -0.2 0.3 -0.54
C 1.57764 -1.80958 0.66143 -0.1 -0.2 0.2 -0.05
C 1.54272 -0.42753 0.39056 0.2 -0.1 0.2 -0.18
N 2.23552 0.42173 1.20301 -0.3 0.1 -0.4 0.20
C 2.14742 1.68522 0.88728 0.0 -0.2 0.6 -0.25
C 2.87220 2.69133 1.76082 0.4 -0.4 -0.7 -0.10
O 3.13413 2.19994 3.07655 -0.2 0.5 -0.1 0.06
C 2.12894 2.35145 3.94953 0.6 -0.5 0.5 -0.74
F 2.59288 2.02757 5.16129 0.1 0.0 0.0 0.16
F 1.08224 1.56451 3.70817 -0.3 0.1 -0.2 0.18
F 1.68115 3.61392 4.02161 -0.2 0.3 -0.1 0.15
C 1.42544 2.14494 -0.22694 -0.2 0.5 -0.4 -0.09
N 0.74668 1.37350 -1.03641 0.4 -0.3 0.7 0.15
C 0.79188 0.05205 -0.70848 -0.4 -0.4 -0.5 -0.15
H -2.97107 2.60508 -0.28212 0.0 0.1 0.0 0.06
H -3.57899 1.84972 1.18986 0.0 0.1 0.1 0.06
H -1.94036 1.51837 0.67494 0.2 0.1 -0.2 0.06
H -4.56281 0.49037 -0.40849 -0.1 -0.1 0.0 0.09
H -3.11749 -0.41252 -0.00819 0.0 -0.1 -0.1 0.10
H -2.46967 1.41606 -2.17256 -0.1 0.1 -0.2 0.09
H -3.98400 0.56407 -2.57311 0.0 0.3 -0.1 0.10
H -2.71495 -1.17090 -3.32625 -0.1 0.1 -0.1 0.10
H -2.38195 -1.47998 -1.64973 0.0 -0.2 0.0 0.09
H -0.45759 -1.01297 -3.54180 0.1 0.0 -0.1 0.12
H -0.62870 0.61180 -2.86843 0.1 0.0 -0.1 0.09
H -0.39534 -2.93810 -1.82994 0.0 -0.1 0.0 0.12
H 2.22604 -4.65105 0.88939 -0.2 0.2 0.2 -0.02
H 0.02323 -4.58722 1.33856 0.3 0.2 0.2 0.00
H 2.17790 -2.14549 1.49784 0.1 0.1 0.0 0.11
H 2.38068 3.66196 1.76577 -0.2 0.0 0.2 0.13
H 3.85404 2.84223 1.31430 0.2 0.1 0.2 0.14
H 1.42484 3.21175 -0.43420 -0.1 0.0 -0.1 0.11
Br 3.05148 -4.05349 -1.86315 0.5 0.3 -0.1 -0.36

# 3
46
Properties=species:S:1:pos:R:3:forces:R:3:lowdin_spin:R:1 method="wB97M-V/def2-TZVPD" spin_multiplicity=5 total_charge=-1 mol_weight_g_mol=570.30 de_lowest_kj_mol=9.2
Mn -0.32889 0.77457 -2.26197 0.1 0.0 -0.2 3.73
N -2.25930 0.25991 -2.84305 0.0 0.0 0.0 -0.01
C -2.33469 -1.17896 -3.18486 0.0 0.0 0.0 0.00
C -1.12244 -1.93060 -2.64685 -0.1 0.0 0.0 0.01
O -1.12524 -3.14756 -2.52573 0.0 0.0 0.0 0.02
N -0.10386 -1.10390 -2.35528 0.1 -0.1 0.0 -0.02
C 1.16790 -1.62442 -1.90873 0.0 0.1 0.1 0.00
C 2.01866 -0.44056 -1.44916 0.2 -0.2 -0.3 0.01
O 3.13002 -0.59059 -0.99928 -0.1 0.0 0.1 0.01
O 1.43933 0.73029 -1.62680 0.0 0.2 0.2 0.04
H -2.85028 0.48992 -2.05117 0.0 0.0 0.0 0.00
H -2.54859 0.83058 -3.63915 0.0 0.0 0.0 0.00
H -2.32219 -1.27973 -4.27145 0.0 0.0 0.0 0.00
H -3.24652 -1.63861 -2.80687 0.0 0.0 0.0 0.00
H 1.69234 -2.15858 -2.70533 0.0 0.0 0.0 0.00
H 1.06089 -2.32519 -1.07517 0.0 0.0 0.0 0.00
Cl 0.38181 -0.94339 -6.08516 0.0 0.0 0.0 0.02
Ge 0.08810 1.02727 -5.05692 0.0 0.0 0.0 0.04
Cl 1.29428 2.33354 -6.38019 0.0 0.0 0.0 0.03
Cl -2.01161 1.46690 -5.88767 0.0 0.0 0.0 0.01
C 1.97319 0.41594 5.71211 0.0 0.0 0.0 0.00
C 1.26502 0.20610 4.40336 0.0 0.0 0.0 0.00
C 1.07577 1.25546 3.51740 0.0 0.0 0.1 0.00
C 0.42943 1.08799 2.29845 0.0 0.0 -0.1 0.00
C 0.30653 2.26835 1.37742 0.0 0.0 0.0 0.00
C -0.04244 -0.19906 1.96839 0.1 0.0 0.2 0.00
C -0.70983 -0.44602 0.69771 0.2 0.0 -0.2 0.01
O -1.12564 0.42854 -0.04495 -0.3 0.0 0.1 0.02
C 0.16309 -1.28464 2.84690 0.0 0.0 -0.1 0.00
C -0.29772 -2.68352 2.51577 0.0 0.0 0.0 0.00
C 0.80118 -1.05927 4.05182 0.0 0.0 0.0 0.00
H 2.24723 1.46097 5.84791 0.0 0.0 0.0 0.00
H 2.88360 -0.18441 5.75672 0.0 0.0 0.0 0.00
H 1.34038 0.11452 6.54861 0.0 0.0 0.0 0.00
H 1.45239 2.23919 3.77305 0.0 0.0 0.0 0.00
H 0.85375 3.11631 1.78688 0.0 0.0 0.0 0.00
H -0.73422 2.55807 1.23329 0.0 0.0 0.0 0.00
H 0.70313 2.04118 0.38613 0.0 0.0 0.1 0.00
H -0.78076 -1.49583 0.37042 -0.1 0.0 0.1 0.00
H 0.19132 -3.06862 1.61938 0.0 0.0 0.0 0.00
H -1.37421 -2.72894 2.34686 0.0 0.0 0.0 0.00
H -0.06015 -3.35701 3.33757 0.0 0.0 0.0 0.00
H 0.95368 -1.88917 4.73376 0.0 0.0 0.0 0.00
S -1.64692 5.24611 -1.53054 0.0 0.2 0.1 0.05
C -1.12932 3.75268 -1.80374 0.0 -0.2 0.0 0.03
N -0.75817 2.65417 -1.98989 0.0 0.0 -0.1 -0.01

# 4
41
Properties=species:S:1:pos:R:3:forces:R:3:lowdin_charge:R:1 method="wB97M-V/def2-TZVPD" total_charge=-1 mol_weight_g_mol=341.77 total_energy_ha=-1527.8108
C 1.24587 -2.39617 -0.34962 -0.1 0.3 -1.0 -0.14
C 2.68068 -1.87423 -0.96328 0.6 0.0 1.8 -0.27
C 2.80565 -0.27814 -0.61214 -0.4 0.2 0.2 -0.24
C 1.97564 0.70418 -1.68180 1.4 -0.4 0.5 -0.20
C 2.02608 2.20790 -1.03154 0.7 0.0 -0.9 -0.24
C 0.83306 3.22042 -1.51177 0.5 0.4 0.1 -0.24
C -0.67350 2.58409 -1.52156 -0.3 0.7 0.4 -0.19
C -1.01313 1.54656 -0.30268 -1.1 -2.7 1.4 -0.08
C -0.63406 1.72299 1.28140 -2.4 -4.2 -1.8 -0.46
Cl 0.24009 3.24438 1.88452 -1.4 -2.4 -0.8 0.53
C -1.06138 0.49308 2.32756 -0.6 0.0 -3.1 0.02
C -1.87199 -0.87338 1.84894 0.5 2.2 -2.9 0.05
C -2.29993 -1.05018 0.27703 2.4 3.8 1.6 -0.03
C -1.84510 0.16550 -0.72347 -0.2 -1.1 2.2 0.01
C -2.42886 -0.33208 -2.17181 -0.8 1.6 -2.9 -0.26
O -2.57751 0.28838 -3.34717 1.0 -3.6 6.9 -0.06
N -2.89919 -1.75932 -1.99446 -1.4 0.7 1.7 0.08
C -3.09496 -2.22948 -0.53707 -0.7 -1.8 1.3 -0.23
O -3.70734 -3.32355 -0.07535 3.8 7.0 -3.4 -0.03
H 1.39887 -3.11663 0.57010 -0.4 1.4 -2.0 0.09
H 0.61201 -1.45741 -0.00841 1.2 -2.0 -0.7 0.06
H 0.67191 -2.91291 -1.24968 0.9 0.8 2.2 0.08
H 3.52312 -2.43746 -0.33200 -1.6 1.2 -1.5 0.10
H 2.86779 -2.15404 -2.08413 -0.6 0.8 2.1 0.10
H 3.93722 0.08168 -0.48994 -2.4 -0.7 -0.6 0.12
H 2.32793 -0.12004 0.46959 1.0 -0.4 -2.3 0.11
H 2.60878 0.67066 -2.67738 -1.5 0.2 1.8 0.11
H 0.90027 0.29390 -1.90566 2.1 0.8 0.6 0.10
H 3.04915 2.69568 -1.40670 -2.1 -1.0 0.9 0.12
H 2.14236 2.08145 0.12685 -0.6 0.5 -2.2 0.08
H 0.88127 4.19679 -0.84001 -0.2 -2.1 -1.3 0.09
H 1.06865 3.59047 -2.61998 -0.5 -0.9 2.3 0.12
H -0.86719 2.11928 -2.59244 0.2 0.6 2.6 0.12
H -1.42720 3.50152 -1.39945 1.5 -2.0 -0.3 0.13
H -0.75313 0.62462 3.45747 -0.9 -0.6 -2.5 0.10
H -2.15659 -1.72852 2.60999 0.8 2.3 -1.4 0.11
H -3.65601 -2.07768 -2.66776 1.5 0.6 1.1 0.15
N -1.20732 -1.47805 5.56093 0.2 -0.4 0.8 -0.66
O -1.37988 -1.90866 6.71329 -0.1 0.0 0.1 -0.07
O -2.10682 -0.83231 4.99803 -0.6 0.5 -0.5 -0.10
O -0.13533 -1.69325 4.97157 0.5 0.0 -0.5 -0.09

# 5
40
Properties=species:S:1:pos:R:3:forces:R:3:lowdin_charge:R:1 method="wB97M-V/def2-TZVPD" mol_weight_g_mol=339.85 de_lowest_kj_mol=209.5 smiles="NCCCCCc1nnc(SCC(=O)c2ccc(Cl)cc2)o1"
N 3.43082 2.01649 0.57545 -0.1 0.2 0.0 0.00
C 3.77381 0.82069 -0.17550 0.0 -0.2 0.1 -0.30
C 3.96029 -0.34992 0.78904 0.2 0.1 -0.2 -0.21
C 4.21623 -1.68934 0.08809 -0.2 0.0 0.2 -0.20
C 2.97778 -2.57570 -0.07065 0.2 0.1 -0.2 -0.20
C 1.95542 -2.07827 -1.09624 0.0 -0.2 -0.1 -0.11
C 1.10030 -0.98625 -0.58118 -0.1 0.0 0.5 -0.36
N 0.77643 -0.72430 0.63861 0.9 -1.2 -0.2 0.11
N -0.03262 0.35779 0.62717 -0.7 1.2 -0.5 0.03
C -0.17024 0.69918 -0.61758 0.0 -0.1 0.8 -0.69
S -1.07462 2.01333 -1.27060 -0.1 0.4 -0.2 1.05
C -1.76694 2.70847 0.27599 0.2 0.1 -0.3 -0.34
C -3.28145 2.58431 0.26334 0.3 0.1 0.1 -0.43
O -3.97532 3.57312 0.25027 0.0 0.0 0.0 0.10
C -3.84724 1.21805 0.20959 -0.5 -0.4 0.0 -0.17
C -3.20712 0.09797 0.73909 -0.1 0.3 0.0 -0.02
C -3.79633 -1.14841 0.64792 -0.1 -0.1 0.0 -0.09
C -5.02844 -1.28416 0.02373 0.2 0.3 0.1 -0.67
Cl -5.75205 -2.84365 -0.10112 -0.1 -0.2 0.0 0.69
C -5.68779 -0.17787 -0.49454 0.0 -0.1 0.0 -0.09
C -5.09909 1.06509 -0.39057 0.2 0.1 0.1 0.00
O 0.51482 -0.11053 -1.44853 -0.1 0.1 0.0 0.08
H 3.29142 2.80482 -0.04720 0.0 0.0 0.1 0.06
H 2.56941 1.86766 1.09196 0.0 0.1 0.0 0.06
H 4.71407 1.01896 -0.69975 0.0 -0.1 0.0 0.12
H 3.02340 0.56296 -0.94237 0.2 0.0 0.0 0.09
H 4.79992 -0.10154 1.43877 0.0 0.0 0.0 0.11
H 3.07405 -0.43523 1.42010 0.1 0.0 0.1 0.09
H 4.93970 -2.25713 0.67597 0.1 0.0 -0.1 0.11
H 4.66566 -1.51168 -0.89192 0.1 -0.1 -0.1 0.11
H 2.48031 -2.68009 0.89388 0.0 -0.1 0.0 0.11
H 3.31000 -3.56537 -0.39099 -0.1 0.0 0.0 0.11
H 2.45017 -1.73265 -2.00684 0.0 0.0 0.0 0.13
H 1.29468 -2.90544 -1.37695 0.0 0.1 -0.1 0.13
H -1.49493 3.76358 0.30560 0.0 -0.1 0.1 0.09
H -1.30295 2.16548 1.09657 0.0 0.0 0.1 0.07
H -2.25645 0.18685 1.24202 0.1 0.0 0.0 0.09
H -3.30313 -2.01385 1.06203 0.0 -0.1 0.0 0.11
H -6.64899 -0.29455 -0.96957 -0.1 0.0 0.0 0.11
H -5.59297 1.94113 -0.78311 -0.1 0.1 0.0 0.12

# 6
37
Properties=species:S:1:pos:R:3:forces:R:3:lowdin_charge:R:1 method="wB97M-V/def2-TZVPD" mol_weight_g_mol=258.32 de_lowest_kj_mol=234.8 smiles="C[C@H](C(=O)c1c[nH]c2ccccc12)N1CCOCC1"
C 2.63586 -2.68274 -0.05400 -0.2 0.1 0.1 -0.03
C 1.82051 -1.49979 0.46330 0.4 -0.3 -0.3 -0.30
C 0.48116 -1.38934 -0.27053 0.2 -0.1 0.3 -0.32
O 0.39917 -1.67886 -1.45252 -0.1 0.0 0.1 0.08
C -0.63700 -0.81097 0.46021 -0.4 0.1 0.1 -0.10
C -0.79014 -0.62991 1.81839 0.3 -0.2 -0.3 -0.04
N -1.99125 -0.05911 2.08163 0.0 0.0 0.4 0.10
C -2.66314 0.15689 0.90508 -0.1 0.0 -0.7 -0.20
C -3.90884 0.72190 0.67076 -0.1 0.0 0.1 -0.02
C -4.32490 0.81205 -0.64107 -0.1 0.0 0.1 -0.09
C -3.52373 0.35538 -1.69035 0.0 0.0 -0.2 -0.09
C -2.28616 -0.20575 -1.46167 -0.1 0.0 -0.1 -0.01
C -1.84559 -0.31212 -0.14508 -0.1 0.1 0.4 -0.11
N 2.57300 -0.25690 0.28151 -0.1 0.0 0.2 -0.11
C 2.70212 0.23321 -1.08450 0.2 0.3 -0.3 -0.15
C 1.90272 1.51541 -1.30310 -0.1 -0.3 -0.2 -0.17
O 2.32816 2.56342 -0.44729 0.0 0.1 0.0 -0.13
C 2.88859 2.09938 0.76328 0.1 -0.1 0.3 -0.19
C 2.24679 0.79625 1.22496 0.0 0.3 0.1 -0.17
H 2.66264 -2.67904 -1.13976 0.0 0.0 -0.1 0.07
H 3.65092 -2.62327 0.32797 0.1 0.0 0.1 0.08
H 2.18088 -3.61451 0.27292 0.0 -0.2 -0.1 0.08
H 1.66665 -1.61440 1.53892 -0.1 0.0 0.0 0.13
H -0.13213 -0.89369 2.62482 0.1 0.0 0.1 0.13
H -2.34282 0.16142 2.99884 0.1 0.0 -0.1 0.16
H -4.52484 1.07646 1.48402 -0.1 0.0 0.1 0.11
H -5.28874 1.24516 -0.86358 -0.1 0.0 0.0 0.10
H -3.88865 0.44688 -2.70250 0.0 0.0 -0.1 0.10
H -1.66604 -0.56256 -2.26803 0.0 0.0 -0.1 0.11
H 3.76270 0.43104 -1.28302 -0.1 0.0 -0.1 0.13
H 2.35781 -0.52157 -1.79082 0.1 0.1 0.0 0.11
H 0.83316 1.31295 -1.13718 0.1 0.0 -0.1 0.12
H 2.02826 1.87972 -2.32583 -0.1 -0.1 0.0 0.13
H 2.72352 2.89078 1.49942 0.1 -0.1 0.0 0.12
H 3.97183 1.94818 0.64826 -0.1 0.0 0.0 0.12
H 2.64581 0.51559 2.20631 -0.1 0.1 0.0 0.13
H 1.16122 0.96283 1.32974 0.2 0.0 0.0 0.11